An isolated ion of composition C18H24N3O2 and charge +1 at a distorted geometry, computed with ωB97M-V/def2-TZVPD.

The net charge is +1. For the frontier orbital gap, the calculation gives 7.8 eV. Its HOMO energy is -10.293 eV. As for the SMILES: Cn1cc[n+](C)c1/C([O-])=C/[C@H](c1ccccc1)[NH+]1CCOCC1.

Last column: natural (NBO) charge in e.
Atoms and positions in Å:
C 1.98109 -2.74469 1.16493  -0.41
N 3.04210 -1.78957 0.91227  -0.29
C 4.38240 -2.14922 0.84075  -0.04
C 5.09500 -1.01302 0.71262  -0.05
N 4.18784 0.04256 0.70281  -0.27
C 4.62263 1.42336 0.64685  -0.43
C 2.91389 -0.44400 0.73837  0.39
C 1.67944 0.39311 0.76072  0.36
O 1.77248 1.57085 1.21446  -0.72
C 0.44015 -0.11083 0.28045  -0.48
C -0.79865 0.66982 0.43200  -0.10
C -1.93730 -0.25287 0.90793  -0.06
C -2.65441 0.09504 2.05286  -0.16
C -3.77599 -0.63570 2.43893  -0.21
C -4.16899 -1.74890 1.68524  -0.21
C -3.39105 -2.16153 0.60038  -0.20
C -2.24841 -1.43636 0.22206  -0.24
N -1.19213 1.49512 -0.77727  -0.37
C -2.71523 1.56884 -1.13148  -0.24
C -2.99083 1.56759 -2.62076  -0.10
O -1.99136 2.27952 -3.35534  -0.50
C -0.75049 1.57420 -3.31069  -0.09
C -0.13864 1.55107 -1.92185  -0.25
H 1.26375 -2.36103 1.90179  0.25
H 1.45721 -3.00035 0.23565  0.22
H 2.44816 -3.65234 1.56017  0.23
H 4.71018 -3.17525 0.89071  0.25
H 6.15811 -0.86106 0.64306  0.25
H 3.82214 2.06295 1.02333  0.29
H 5.52132 1.52262 1.26879  0.22
H 4.88100 1.69818 -0.38388  0.22
H 0.37445 -1.10945 -0.15065  0.20
H -0.61813 1.43539 1.20949  0.25
H -2.30818 0.95760 2.64651  0.21
H -4.33490 -0.34361 3.33237  0.23
H -5.06642 -2.30923 1.96208  0.23
H -3.65839 -3.06763 0.04482  0.23
H -1.60943 -1.80004 -0.58372  0.21
H -1.07563 2.44032 -0.39590  0.44
H -3.06857 2.53120 -0.72851  0.22
H -3.27426 0.77249 -0.63718  0.26
H -3.10099 0.52213 -2.97002  0.18
H -3.92719 2.10611 -2.81571  0.23
H -0.08796 2.12309 -3.99175  0.22
H -0.85167 0.53203 -3.66934  0.18
H 0.40420 2.49968 -1.78189  0.22
H 0.57766 0.73176 -1.80647  0.26

=====

C30H43BrN2P2PdS as an isolated structure at a distorted geometry, computed with ωB97M-V/def2-TZVPD.

The net charge is +4. For the frontier orbital gap (spin up / spin down), the calculation gives 7.0 / 4.1 eV. Its HOMO energy (spin up / spin down) is -17.956 / -18.207 eV. Its expectation value of S² is 6.0662. Its spin multiplicity is 5.

Last column: Mulliken spin population.
Atoms and positions in Å:
C -0.71549 7.32986 -3.97851  0.12
C -0.89755 5.95924 -4.24462  -0.03
C -1.20513 5.55804 -5.55833  0.12
C -1.32291 6.54394 -6.54398  -0.01
N -1.14894 7.83109 -6.26750  0.81
C -0.85491 8.23491 -5.03694  -0.01
C -0.78356 4.97616 -3.19221  0.18
C -0.73812 4.11345 -2.32840  0.00
C -0.57958 3.15857 -1.27637  0.15
C 0.51741 3.30519 -0.42333  0.02
C 0.75626 2.36657 0.57780  0.03
C -0.12821 1.31094 0.70859  0.19
C -1.26530 1.16429 -0.07912  0.09
C -1.47552 2.09190 -1.10466  0.02
Pd 0.23402 -0.00806 2.27396  0.41
P 1.90132 -1.09279 1.24961  0.03
H -1.35234 4.50542 -5.79674  0.01
H -0.47650 7.67580 -2.97371  0.01
H -1.56344 6.25493 -7.56741  0.03
H -0.72060 9.30173 -4.85509  0.03
H -2.33265 2.00699 -1.77838  0.00
H 1.18506 4.15535 -0.56464  0.00
H -1.97783 0.36937 0.10454  0.02
H 1.59767 2.50679 1.24103  0.00
C 2.20215 -2.71759 2.02663  0.00
C 3.17638 -3.68205 1.34110  0.01
H 1.19446 -3.15160 2.11382  0.00
H 2.50421 -2.50567 3.06391  0.00
H 3.40351 -4.50660 2.02944  0.00
H 2.75653 -4.12744 0.43070  0.00
H 4.13027 -3.21450 1.07289  0.00
C 1.70193 -1.31599 -0.54837  0.05
C 2.75765 -0.65496 -1.43609  0.01
H 0.71274 -0.87751 -0.74556  -0.01
H 1.62174 -2.39085 -0.77850  0.00
H 2.51085 -0.82596 -2.49412  0.00
H 2.80175 0.43282 -1.28776  0.00
H 3.76175 -1.06715 -1.26684  0.00
C 3.32505 0.00074 1.59082  -0.01
C 4.71130 -0.64232 1.56507  0.00
H 3.10947 0.45120 2.57347  0.01
H 3.27704 0.82475 0.86646  0.00
H 5.47801 0.13292 1.70364  0.00
H 4.84503 -1.37998 2.36341  0.00
H 4.92223 -1.13500 0.60875  0.00
Br -0.59083 -1.65274 4.00569  0.13
P -2.75351 -3.63503 -1.98986  0.67
C -0.90286 -3.69696 -1.87409  0.07
C -0.35248 -5.11294 -2.02874  0.01
H -0.61382 -3.26439 -0.90525  0.04
H -0.51753 -3.03763 -2.66623  -0.01
H 0.71259 -5.06981 -2.28498  0.00
H -0.45036 -5.68255 -1.09686  0.00
H -0.87075 -5.66322 -2.82360  0.00
C -3.19518 -3.31946 -0.21641  0.07
C -4.60230 -3.82614 0.09697  0.01
H -3.10032 -2.24635 0.00848  0.04
H -2.44234 -3.85836 0.37434  0.00
H -4.69627 -4.00086 1.17375  0.00
H -5.36987 -3.10061 -0.19392  0.00
H -4.80499 -4.76943 -0.42343  0.00
C -2.96050 -1.91305 -2.64392  0.07
C -3.21028 -1.89602 -4.14913  0.01
H -2.06312 -1.33478 -2.38035  0.03
H -3.81430 -1.48525 -2.09884  -0.01
H -3.67806 -0.94624 -4.42744  0.00
H -2.27652 -1.98793 -4.71429  0.00
H -3.87774 -2.70897 -4.45601  0.00
S 0.91380 1.83202 3.82449  0.49
C 0.70194 1.11916 5.33497  -0.07
N -0.58165 1.07425 5.81774  0.03
C -0.90600 0.54526 7.02563  0.03
C 0.10729 0.07886 7.84533  0.07
C 1.43076 0.07191 7.38160  -0.02
C 1.71743 0.55337 6.11726  0.09
H -1.33358 1.31085 5.17744  0.00
H -1.96125 0.50704 7.27467  0.00
H -0.14649 -0.31309 8.82741  0.00
H 2.22261 -0.32793 8.02151  0.00
H 2.70930 0.49004 5.68760  0.00

=====

C26H36BrN5O6SW as an isolated structure at a distorted geometry, computed with ωB97M-V/def2-TZVPD.

The net charge is 0. For the frontier orbital gap (spin up / spin down), the calculation gives 5.2 / 6.0 eV. Its HOMO energy (spin up / spin down) is -5.270 / -6.443 eV. Its expectation value of S² is 2.1727. Its spin multiplicity is 3.

Last column: Mulliken spin population.
Atoms and positions in Å:
W -0.24814 -0.29765 0.31497  0.54
C -1.45383 -4.57385 0.31445  0.02
C -0.73646 -3.27109 0.20552  0.21
N -1.35263 -2.10593 0.11025  0.09
C -2.80470 -2.10927 0.26707  -0.02
C -3.34812 -0.78005 -0.17973  0.01
N -2.45114 0.27436 0.31986  0.02
C -2.84325 0.88904 1.60310  0.01
C -1.80848 1.94896 1.91837  0.01
N -0.47163 1.33314 1.89337  0.01
C 0.66017 2.29133 1.93800  -0.02
C 1.70234 1.97205 0.87021  0.03
N 1.62821 0.53975 0.57241  -0.05
C 2.72353 -0.19410 0.57145  -0.07
C 4.10514 0.37344 0.61845  0.00
C 2.44121 -1.56546 0.47107  -0.01
C 3.36580 -2.60440 0.45254  0.02
C 2.95127 -3.91544 0.35234  0.02
C 1.58867 -4.17692 0.26741  0.01
C 0.66683 -3.15525 0.29919  0.08
N 1.07092 -1.81938 0.42376  0.06
H -2.11761 -4.56868 1.18246  0.01
H -0.75991 -5.39790 0.44490  0.00
H -2.06477 -4.77938 -0.56800  0.01
H -3.03531 -2.29673 1.32099  0.00
H -3.26103 -2.90450 -0.32559  0.00
H -4.36820 -0.62584 0.18108  0.00
H -3.33816 -0.71450 -1.26453  0.00
H -2.38150 1.01155 -0.37934  -0.01
H -2.85640 0.11191 2.36564  0.00
H -3.83960 1.33305 1.52556  0.00
H -2.00325 2.41887 2.88581  0.00
H -1.82600 2.72306 1.15118  0.00
H -0.37532 0.71744 2.70086  0.01
H 1.10480 2.21840 2.93044  0.00
H 0.28384 3.30518 1.79926  0.00
H 2.69203 2.22885 1.24206  0.00
H 1.52728 2.54597 -0.03816  0.01
H 4.22154 1.17459 -0.11303  0.00
H 4.84639 -0.38706 0.39161  0.00
H 4.34650 0.77919 1.60417  -0.01
H 4.41820 -2.37166 0.52375  -0.01
H 3.66938 -4.72248 0.34056  0.00
H 1.24141 -5.19617 0.17593  0.01
C -0.54892 -1.50049 5.23888  0.00
S 0.12990 -1.59388 3.61372  0.02
O 1.16762 -0.56491 3.57413  0.00
O 0.56129 -2.95415 3.40260  0.00
O -0.99170 -1.20034 2.70356  0.01
H 0.23237 -1.80773 5.93121  0.00
H -1.40415 -2.16817 5.32187  0.00
H -0.84630 -0.47363 5.44048  0.00
Br 0.38316 7.42502 -4.21254  0.01
C 0.27667 5.69621 -3.44938  0.25
C 0.81839 4.60500 -4.13120  -0.12
C 0.74860 3.34579 -3.58493  0.23
C 0.12326 3.13363 -2.32131  -0.12
C -0.41654 4.26939 -1.65120  0.25
C -0.33811 5.52414 -2.21138  -0.13
C 0.04910 1.86720 -1.74813  0.42
O 0.64593 0.81082 -2.33462  0.02
O -0.54619 1.61777 -0.60550  0.08
H 1.29516 4.75483 -5.09081  0.00
H 1.17380 2.50381 -4.11408  0.04
H -0.89440 4.13784 -0.68904  0.06
H -0.75272 6.37945 -1.69429  0.00
C -1.36511 -0.44637 -3.84423  0.00
O -1.26243 -0.49937 -2.42746  0.00
C 0.05698 -0.42247 -1.87507  -0.02
C 0.94114 -1.50100 -2.45510  0.02
H -2.38517 -0.14392 -4.07881  0.00
H -1.17610 -1.42425 -4.29589  0.00
H -0.68090 0.28783 -4.27292  0.00
H 1.03130 -1.37311 -3.53639  0.00
H 0.51986 -2.48455 -2.24939  0.00
H 1.94415 -1.45684 -2.03443  0.00

=====

One molecule with the formula C3H5PS at a distorted geometry, computed with ωB97M-V/def2-TZVPD.

The net charge is 0. For the frontier orbital gap, the calculation gives 7.2 eV. Its HOMO energy is -8.595 eV. As for the SMILES: S=PC1CC1.

Last column: natural (NBO) charge in e.
Atoms and positions in Å:
S 2.54707 -0.02425 0.65039  -0.37
P 1.95083 -0.26934 -1.17062  0.57
C -0.26654 -0.20219 -0.83049  -0.41
C -0.62975 -0.63951 0.44915  -0.46
C -0.55520 0.83551 0.17132  -0.46
H -0.82570 -0.27010 -1.82770  0.24
H 0.33831 -0.93150 1.01335  0.22
H -1.47691 -1.22644 0.64092  0.23
H -1.47238 1.49528 0.15995  0.23
H 0.39028 1.23254 0.74370  0.22

=====

A 3-piece molecular cluster, C12H15N3 overall at a distorted geometry, computed with ωB97M-V/def2-TZVPD.

The net charge is +1. For the frontier orbital gap (spin up / spin down), the calculation gives 7.9 / 3.6 eV. Its HOMO energy (spin up / spin down) is -11.107 / -11.037 eV. Its expectation value of S² is 0.7621. Its spin multiplicity is 2.

Last column: Mulliken spin population.
Atoms and positions in Å:
N -11.53838 0.08763 7.00200  0.00
C -11.60593 0.50233 5.69243  0.00
C -12.93371 0.86567 5.50095  0.00
C -13.63143 0.75335 6.71916  0.00
C -12.76655 0.29216 7.68716  0.00
H -10.70154 -0.31811 7.39592  0.00
H -10.75646 0.35497 5.04199  0.00
H -13.38279 1.27863 4.60977  0.00
H -14.65815 1.03505 6.90046  0.00
H -12.83206 -0.00043 8.72471  0.00
N -11.36111 3.65218 6.23680  -0.07
C -10.18174 4.03837 5.57800  0.37
C -10.27449 5.43036 5.50024  0.19
C -11.31741 5.98368 6.28089  0.06
C -12.00820 4.82868 6.60340  0.37
H -11.67059 2.69206 6.28661  0.02
H -9.51640 3.21608 5.35992  0.03
H -9.42913 5.87750 4.99840  0.00
H -11.47687 7.03767 6.45432  0.00
H -12.94737 4.76017 7.13223  0.01
N -7.86317 4.86622 2.98389  0.00
C -8.10187 3.53882 2.68091  0.01
C -8.21462 3.44686 1.37337  0.00
C -8.10529 4.63112 0.68709  0.00
C -7.87537 5.51858 1.71828  0.01
H -7.54009 5.25624 3.85773  0.00
H -8.09670 2.74781 3.41621  0.00
H -8.49423 2.53754 0.86215  0.00
H -8.28027 4.82081 -0.36163  0.00
H -7.65698 6.57627 1.72204  0.00

=====

| no. | total energy (Eh) |
| --- | --- |
| 1 | -1014.7449 |
| 2 | -5059.6160 |
| 3 | -4776.9137 |
| 4 | -856.7536 |
| 5 | -630.1707 |